Entry from the Open Molecules 2025 dataset: a molecular structure, C56H43AsCrN4O6S2 at a distorted geometry (the ωB97M-V functional and the def2-TZVPD basis).

XYZ file:
```
113
Properties=species:S:1:pos:R:3:forces:R:3:lowdin_spin:R:1
Cr -0.600 0.741 -1.167 1.643 -1.052 -1.300 1.1519
C -3.688 1.634 1.623 0.244 -0.057 -0.259 -0.0059
C -2.538 1.670 0.661 -0.465 -1.108 -0.039 -0.0344
N -2.118 0.609 -0.006 -0.340 0.778 0.383 -0.0036
N -2.590 -0.595 0.321 -1.063 -0.429 0.341 0.0078
C -1.769 -1.548 -0.080 0.555 0.869 0.042 -0.0011
O -0.668 -1.307 -0.663 0.054 0.671 0.074 0.0061
C -2.103 -2.920 0.348 0.231 -0.361 0.697 -0.0004
C -1.153 -3.931 0.203 0.043 0.262 0.192 -0.0006
C -1.384 -5.183 0.734 0.104 -0.090 0.002 0.0002
C -2.560 -5.441 1.421 -0.038 -0.023 -0.010 -0.0008
C -3.525 -4.453 1.530 -0.069 -0.158 0.078 0.0001
C -3.305 -3.200 0.996 0.230 0.144 -0.137 -0.0007
C -1.685 2.791 0.495 0.763 0.377 -0.407 -0.0059
C -1.827 4.026 1.150 -0.056 -0.252 -0.157 -0.0091
C -0.809 4.951 1.084 0.253 -0.247 -0.332 0.0005
C 0.329 4.641 0.335 -0.324 0.119 0.223 -0.0132
C 0.383 3.434 -0.333 0.326 0.063 -0.145 0.0036
N -0.582 2.522 -0.271 -0.442 1.010 1.413 -0.0218
H -4.019 0.605 1.729 -0.046 0.019 0.018 0.0000
H -4.509 2.240 1.242 -0.142 0.058 -0.014 -0.0020
H -3.408 2.024 2.603 0.036 0.022 0.092 -0.0012
H -0.242 -3.714 -0.337 0.062 0.057 -0.008 0.0000
H -0.648 -5.966 0.617 0.085 -0.049 -0.018 0.0000
H -2.725 -6.411 1.867 -0.047 -0.114 -0.014 -0.0001
H -4.452 -4.666 2.042 -0.103 0.007 0.033 0.0000
H -4.052 -2.427 1.063 -0.049 0.118 0.045 0.0000
H -2.725 4.223 1.716 -0.075 -0.017 0.033 -0.0007
H -0.882 5.898 1.600 -0.058 0.059 0.040 0.0003
H 1.153 5.333 0.252 0.070 0.010 -0.015 -0.0009
H 1.244 3.181 -0.940 0.071 -0.053 -0.071 0.0001
C -5.505 2.992 -3.251 -0.009 0.295 -0.203 -0.0008
C -5.147 1.858 -2.508 0.069 -0.200 0.175 0.0009
C -3.832 1.555 -2.288 -0.235 -0.175 0.051 -0.0026
C -2.790 2.379 -2.773 -0.155 0.274 -0.126 -0.0068
C -1.415 2.114 -2.534 0.148 -0.405 -0.096 -0.0573
C -0.489 2.880 -3.203 0.167 -0.270 0.084 -0.0012
C -0.848 3.971 -4.005 -0.203 0.081 -0.091 -0.0018
C -2.165 4.297 -4.167 0.128 0.177 -0.109 0.0044
C -3.162 3.496 -3.580 0.161 -0.174 0.151 -0.0022
C -4.528 3.777 -3.792 -0.256 0.061 0.004 0.0002
H -6.549 3.226 -3.418 -0.022 0.006 -0.019 -0.0001
H -5.925 1.216 -2.118 -0.006 -0.138 0.011 0.0001
H -3.582 0.640 -1.773 0.011 -0.007 -0.014 -0.0004
H 0.563 2.646 -3.117 0.114 0.018 0.139 -0.0003
H -0.073 4.561 -4.477 0.038 0.024 -0.050 -0.0004
H -2.465 5.157 -4.752 -0.006 0.041 -0.074 0.0002
H -4.779 4.632 -4.408 -0.057 0.055 -0.014 -0.0001
O 3.032 2.262 -1.708 0.144 0.108 -0.113 0.0000
C 2.592 1.114 -1.585 0.294 0.198 -0.051 0.0015
O 1.375 0.782 -1.634 -0.669 -0.157 0.215 0.0252
C 3.567 -0.018 -1.338 -0.095 0.043 0.115 0.0004
C 4.898 0.092 -1.720 -0.111 0.081 0.002 0.0001
C 5.786 -0.933 -1.444 0.129 -0.097 -0.064 0.0000
C 5.355 -2.063 -0.767 0.042 -0.108 0.084 0.0000
C 4.032 -2.168 -0.367 0.020 -0.168 -0.019 0.0000
C 3.137 -1.153 -0.660 -0.122 -0.052 -0.074 0.0000
H 5.216 0.986 -2.235 0.012 0.097 -0.001 0.0000
H 6.821 -0.856 -1.751 0.036 0.027 -0.039 0.0000
H 6.050 -2.867 -0.551 0.011 0.019 0.007 0.0000
H 3.710 -3.052 0.172 -0.068 -0.003 -0.021 0.0000
H 2.091 -1.213 -0.380 -0.036 0.009 -0.039 -0.0001
O 0.276 0.487 1.333 -0.831 0.176 -1.147 0.0031
As 1.303 0.423 2.569 1.132 -0.089 1.378 0.0005
C 1.147 -1.308 3.455 -0.043 0.276 -0.161 0.0002
C 0.533 -1.437 4.694 0.153 0.417 0.045 0.0001
C 0.253 -2.696 5.201 -0.027 -0.091 0.057 0.0000
C 0.575 -3.827 4.467 -0.012 0.075 0.033 0.0000
C 1.166 -3.699 3.219 0.004 -0.129 0.026 0.0000
C 1.448 -2.444 2.712 0.134 0.312 -0.173 0.0001
C 3.145 0.821 2.080 -0.416 -0.049 0.223 0.0000
C 3.343 2.063 1.495 -0.333 0.053 0.057 -0.0001
C 4.606 2.436 1.073 0.052 0.056 -0.012 0.0000
C 5.669 1.564 1.247 -0.045 0.054 0.080 0.0000
C 5.476 0.334 1.854 0.063 -0.118 0.047 0.0000
C 4.211 -0.045 2.269 -0.185 -0.131 0.247 0.0000
C 0.877 1.790 3.897 0.040 -0.247 -0.110 0.0001
C 1.783 2.163 4.882 0.081 -0.211 -0.146 0.0000
C 1.446 3.155 5.787 0.111 0.010 0.112 0.0000
C 0.211 3.780 5.706 -0.054 0.000 -0.038 0.0000
C -0.696 3.405 4.726 0.031 0.047 0.104 -0.0001
C -0.361 2.410 3.825 -0.063 -0.301 -0.368 -0.0002
H 0.276 -0.545 5.258 -0.030 -0.107 0.004 0.0000
H -0.232 -2.794 6.163 0.009 0.009 0.026 0.0000
H 0.355 -4.808 4.864 -0.038 -0.053 -0.009 0.0000
H 1.389 -4.580 2.638 0.035 -0.075 -0.089 0.0000
H 1.891 -2.321 1.731 -0.040 -0.156 -0.064 0.0000
H 2.489 2.721 1.356 0.149 0.022 -0.067 -0.0001
H 4.753 3.392 0.596 -0.005 0.053 -0.100 0.0000
H 6.654 1.840 0.901 0.098 0.037 -0.030 0.0000
H 6.311 -0.337 1.994 0.037 -0.066 -0.035 0.0000
H 4.043 -1.008 2.740 0.093 0.000 -0.059 0.0000
H 2.749 1.672 4.927 0.035 0.080 0.059 0.0000
H 2.148 3.441 6.558 0.052 0.036 0.021 0.0000
H -0.042 4.565 6.405 -0.023 0.028 0.058 0.0000
H -1.661 3.887 4.668 -0.074 0.052 -0.041 -0.0001
H -1.039 2.099 3.037 -0.028 0.066 0.062 -0.0003
O -2.751 -4.326 -3.828 -0.567 0.118 0.179 0.0003
S -2.934 -3.528 -2.271 0.545 -0.209 -1.019 0.0004
O -4.358 -3.432 -2.080 -0.609 0.001 -0.121 0.0000
N -2.395 -2.031 -2.671 -0.870 -0.557 0.415 0.0017
C -1.300 -1.922 -3.352 0.401 0.648 -0.435 -0.0020
S -0.510 -0.417 -3.492 -0.399 0.265 0.686 -0.0286
C -0.740 -3.039 -4.127 -0.152 -0.527 -0.072 -0.0009
C 0.524 -2.957 -4.700 0.015 -0.118 -0.028 -0.0009
C 0.992 -3.952 -5.535 0.163 0.098 -0.083 -0.0001
C 0.178 -5.031 -5.840 -0.080 -0.017 0.062 0.0000
C -1.078 -5.143 -5.274 -0.164 -0.012 0.025 -0.0001
C -1.539 -4.169 -4.386 0.605 0.160 -0.189 0.0000
H 1.113 -2.077 -4.488 0.079 -0.052 0.025 -0.0006
H 1.980 -3.875 -5.965 0.074 0.011 -0.042 0.0000
H 0.529 -5.794 -6.520 0.006 -0.104 -0.049 0.0000
H -1.722 -5.980 -5.507 -0.042 -0.036 0.055 0.0000
```
Positions in Å, forces in eV/Å.

ΔE to the lowest compared entry with this formula, charge and spin: 1.110 eV
multiplicity: 2
calculated total energy: -187947.21007 eV
LUMO (spin up / spin down): 0.0732 / 0.0706 hartree
total charge: -1
expectation value of S²: 0.8433

***

Entry from the Open Molecules 2025 dataset: a molecular structure, C56H43Br4NO5P2SiW at a distorted geometry (the ωB97M-V functional and the def2-TZVPD basis).

XYZ file:
```
113
Properties=species:S:1:pos:R:3:forces:R:3:lowdin_spin:R:1
W 0.061 0.299 -0.584 -0.863 -0.998 -1.207 1.4215
C -2.933 2.663 -0.305 -0.157 0.135 -0.738 0.0035
Si -2.188 1.119 0.385 0.404 -0.818 0.583 0.0531
C -1.867 1.587 2.250 0.361 -0.780 0.242 0.0091
C -2.627 2.474 2.997 0.365 0.020 1.603 0.0011
C -2.312 2.716 4.377 0.277 -0.606 -2.368 0.0019
C -1.147 2.177 4.946 -2.188 1.126 2.394 0.0013
C -0.392 1.318 4.220 2.409 -2.767 -0.012 0.0014
C -0.775 0.956 2.912 -0.399 1.250 -0.341 0.0098
P 0.024 -0.286 1.863 -0.358 0.346 1.168 0.0558
C 1.628 -0.367 2.751 0.721 -0.204 -0.211 0.0032
C 1.982 -1.591 3.281 -1.006 -0.697 -0.236 0.0003
C 3.209 -1.797 3.874 0.026 -0.542 -0.403 0.0027
C 4.165 -0.834 3.803 0.603 1.393 -0.039 0.0007
C 3.857 0.420 3.276 -0.029 0.640 -0.695 0.0028
C 2.586 0.697 2.787 -1.231 -0.292 -0.937 -0.0002
C -1.031 -1.783 2.344 1.514 -0.309 -0.789 0.0104
C -0.859 -2.950 1.561 1.180 0.419 -0.616 0.0030
C -1.556 -4.061 1.905 -1.259 -0.074 1.682 0.0004
C -2.410 -4.065 2.999 -0.736 0.345 1.495 0.0014
C -2.596 -2.952 3.837 1.113 0.196 -2.111 0.0009
C -1.856 -1.818 3.467 0.279 0.926 0.710 0.0021
C -3.515 -0.304 0.168 -0.368 1.701 1.735 0.0047
C -4.762 -0.252 0.852 1.029 -0.383 -1.070 0.0006
C -5.702 -1.181 0.513 -2.392 -0.268 0.137 0.0009
C -5.466 -2.154 -0.436 0.723 -1.330 -0.467 0.0017
C -4.252 -2.205 -1.114 -0.899 -0.227 0.037 0.0009
C -3.288 -1.266 -0.791 0.303 0.036 -0.180 0.0092
P -1.713 -1.102 -1.651 -0.178 -0.811 -0.693 0.0666
C -2.254 -0.629 -3.369 0.608 -1.203 0.367 0.0101
C -2.691 -1.619 -4.281 0.561 1.073 0.779 0.0003
C -2.982 -1.215 -5.564 0.244 0.422 1.293 0.0005
C -2.864 0.102 -5.951 -0.519 -0.020 -1.955 -0.0007
C -2.449 1.050 -5.069 0.930 0.168 0.412 0.0003
C -2.064 0.667 -3.800 -1.382 -0.713 -0.247 0.0020
C -1.090 -2.827 -1.979 -0.435 0.689 -0.343 0.0057
C -1.566 -4.032 -1.454 1.669 0.712 -0.813 -0.0007
C -0.891 -5.183 -1.826 -0.884 -0.326 0.257 0.0005
C 0.063 -5.141 -2.795 2.224 -1.730 -0.316 -0.0012
C 0.619 -3.967 -3.273 -1.318 0.572 0.199 0.0003
C -0.006 -2.787 -2.870 0.207 -0.572 -0.014 -0.0012
H -3.220 2.476 -1.346 0.233 0.079 -0.058 -0.0001
H -2.168 3.459 -0.296 -0.596 -0.144 0.090 -0.0001
H -3.881 2.904 0.178 0.137 0.366 0.310 -0.0002
H -3.507 2.929 2.550 0.056 0.090 0.174 0.0000
H -3.047 3.284 4.889 -0.170 0.600 0.869 0.0001
H -1.024 2.302 6.080 0.228 -0.037 -1.911 0.0000
H 0.501 0.752 4.764 -1.912 1.347 -1.435 0.0001
H 1.291 -2.451 3.150 0.528 0.666 0.353 0.0001
H 3.429 -2.780 4.205 0.317 -0.720 0.456 0.0003
H 5.202 -0.937 4.083 -0.006 -0.574 0.302 0.0000
H 4.689 1.126 3.116 -0.686 -0.136 0.325 0.0013
H 2.277 1.643 2.276 0.678 -0.733 0.659 0.0000
H -0.108 -3.136 0.744 -0.842 1.195 0.782 -0.0002
H -1.467 -4.983 1.423 0.440 -1.155 -1.036 0.0000
H -2.895 -4.978 3.320 -0.149 -0.206 -0.347 0.0001
H -3.302 -2.916 4.645 0.043 -0.201 0.331 0.0001
H -1.805 -0.930 4.125 -0.497 -0.525 -0.467 0.0002
H -5.018 0.485 1.583 0.216 0.517 0.302 0.0000
H -6.769 -1.150 0.854 1.220 0.117 0.315 0.0000
H -6.166 -2.986 -0.554 -0.070 0.558 -0.280 0.0001
H -4.112 -2.928 -1.916 0.123 0.036 0.254 0.0000
H -2.685 -2.670 -4.012 -0.204 0.122 0.035 0.0000
H -3.289 -1.953 -6.213 -0.606 -1.347 -1.676 0.0001
H -3.058 0.350 -7.014 0.040 -0.041 0.811 0.0000
H -2.233 2.060 -5.335 -0.205 0.575 -0.444 0.0001
H -1.736 1.412 -3.148 0.703 0.971 1.131 0.0011
H -2.309 -4.093 -0.722 -1.132 0.208 0.922 0.0000
H -1.090 -6.144 -1.368 -0.382 0.036 -0.028 0.0001
H 0.542 -6.118 -3.037 -0.312 0.848 -0.043 -0.0001
H 1.459 -3.976 -3.941 0.192 0.090 -0.190 0.0001
H 0.352 -1.823 -3.211 0.074 -0.043 -0.022 0.0000
C 4.131 1.456 -0.304 2.283 0.600 -0.699 0.0461
C 3.088 0.423 -0.367 -0.922 0.678 0.303 0.3388
O 1.867 0.967 -0.252 1.158 0.457 0.125 0.2332
C 3.346 -0.946 -0.305 -1.210 0.437 0.028 0.0356
C 4.650 -1.398 -0.129 0.502 -1.233 -0.978 0.1410
C 4.845 -2.789 -0.138 1.105 0.603 1.015 0.0008
C 3.814 -3.700 -0.212 0.196 -1.405 -0.041 0.1331
C 2.493 -3.252 -0.307 -0.538 -0.463 -0.455 0.0150
C 2.260 -1.904 -0.374 -0.290 0.642 -0.096 0.0711
O 0.991 -1.545 -0.606 -0.068 0.541 0.484 0.0967
H 3.709 2.479 -0.265 0.062 -0.783 0.482 -0.0001
H 4.762 1.514 -1.262 -0.570 -0.432 1.193 0.0174
H 4.850 1.226 0.557 -0.808 0.676 -1.012 0.0155
H 5.490 -0.698 -0.246 -0.408 -0.516 0.469 0.0123
H 5.843 -3.140 0.122 -0.022 -0.139 -0.518 -0.0038
H 4.068 -4.788 -0.245 -0.364 1.015 0.184 0.0090
H 1.581 -3.874 -0.476 1.103 0.175 0.258 -0.0017
Br 2.731 3.115 -6.556 -0.204 -0.389 0.454 0.0016
C 1.864 2.850 -4.876 -0.347 -0.828 0.656 0.0081
C 1.503 3.935 -4.114 0.399 0.420 0.818 0.0030
Br 2.215 5.615 -4.514 0.030 0.828 -0.329 -0.0001
C 0.873 3.821 -2.850 -0.580 -0.760 -0.378 0.0137
Br 0.002 5.272 -2.002 0.201 0.115 -0.022 0.0032
C 0.593 2.559 -2.339 -0.197 0.381 0.152 0.0002
O -0.108 2.301 -1.253 -0.091 0.240 0.174 0.0693
C 0.954 1.430 -3.098 0.074 -1.417 -0.651 0.0056
O 0.528 0.256 -2.630 0.828 0.906 0.119 0.0343
C 1.560 1.557 -4.339 0.012 1.116 -0.818 0.0085
Br 1.749 0.055 -5.447 0.019 -0.380 0.151 0.0016
O 4.286 5.835 2.447 1.267 0.635 -0.001 0.0002
N 3.127 5.385 2.242 0.498 -0.885 -0.630 0.0001
C 2.196 5.563 3.178 -0.603 0.637 2.405 0.0001
C 0.925 5.105 3.015 -1.613 -0.007 -0.914 0.0001
C 0.543 4.452 1.809 -0.762 0.541 1.850 0.0002
C 1.545 4.177 0.941 1.961 -0.851 -2.669 0.0005
C 2.855 4.652 1.130 -0.092 0.737 -0.030 0.0001
H 2.525 6.081 4.124 -0.216 -0.599 -1.460 0.0000
H 0.169 5.359 3.771 0.446 -0.292 -0.316 0.0000
H -0.513 4.217 1.608 0.712 -0.154 0.138 0.0000
H 1.411 3.583 -0.002 -0.243 0.670 1.116 -0.0001
H 3.740 4.690 0.437 -1.316 -0.576 0.665 0.0000
```
Positions in Å, forces in eV/Å.

ΔE to the lowest compared entry with this formula, charge and spin: 0.895 eV
multiplicity: 4
calculated total energy: -378949.27359 eV
LUMO (spin up / spin down): 0.0809 / 0.0661 hartree
total charge: -1
expectation value of S²: 3.7919

***

Q: Which value of multiplicity does entry 2 give?
A: 4

***

Q: The highest expectation value of S² belongs to which entry?
A: C56H43Br4NO5P2SiW